# 1
Below is a 2-piece molecular cluster, H2N2O3 overall at a distorted geometry, with properties calculated with ωB97M-V/def2-TZVPD.

- ΔE to the lowest compared entry with this formula, charge and spin (eV) = 3.4936
- E_LUMO (alpha / beta) (eV) = 8.29 / 8.32
- calculated total energy (hartree) = -336.07462
- HOMO-LUMO gap (alpha / beta) (eV) = 5.6 / 4.5

The geometry in ORCA input format:
```
! wB97M-V def2-TZVPD RIJCOSX def2/J DEFGRID3
* xyz -2 1
N -1.0028 0.1595 1.0713
N 0.6535 -0.3891 -1.4575
O -0.3255 -0.1361 2.2192
O 0.1704 -0.4524 -2.6639
O -0.8211 -0.5996 0.0057
H -0.8309 1.1792 1.0600
H 0.5465 -1.2808 -0.9001
*
```

***

# 2
Below is one molecule with the formula C5H8S at a distorted geometry, with properties calculated with ωB97M-V/def2-TZVPD.

- ΔE to the lowest compared entry with this formula, charge and spin (eV) = 0.3574
- E_LUMO (eV) = 0.98
- structure (SMILES) = C[C@@H]1CC=CS1
- calculated total energy (hartree) = -593.47510
- HOMO-LUMO gap (eV) = 8.9

The geometry in ORCA input format:
```
! wB97M-V def2-TZVPD RIJCOSX def2/J DEFGRID3
* xyz 0 1
C 1.3136 0.8930 -1.3120
C 1.0006 -0.1428 -0.1661
C 0.0583 -1.2520 -0.7160
C -1.3525 -0.9490 -0.3238
C -1.5009 -0.0569 0.6399
H 2.0185 1.6487 -0.9917
H 0.3951 1.2926 -1.6787
H 1.7748 0.3389 -2.1937
H 1.9307 -0.5493 0.1516
H 0.3337 -2.2308 -0.2631
H 0.2328 -1.3626 -1.7784
H -2.1992 -1.5562 -0.6336
H -2.3860 0.3947 0.9981
S 0.0491 0.6919 1.1036
*
```

***

# 3
Below is one molecule with the formula C2H8N2, with properties calculated with ωB97M-V/def2-TZVPD.

- ΔE to the lowest compared entry with this formula, charge and spin (eV) = 0.2385
- E_LUMO (eV) = 1.17
- structure (SMILES) = CNCN
- calculated total energy (hartree) = -190.49009
- HOMO-LUMO gap (eV) = 10.1

The geometry in ORCA input format:
```
! wB97M-V def2-TZVPD RIJCOSX def2/J DEFGRID3
* xyz 0 1
C -0.8064 -1.0743 0.6960
N -0.4860 0.3550 0.7569
C 0.1657 0.8451 -0.4483
N 1.3697 0.0760 -0.7195
H -1.5571 -1.3043 -0.0673
H -1.1570 -1.3855 1.6803
H 0.0933 -1.6338 0.4714
H -1.3681 0.8485 0.8443
H -0.4810 0.7578 -1.3311
H 0.3918 1.9033 -0.3036
H 2.0575 0.2209 0.0109
H 1.7777 0.3913 -1.5900
*
```

***

# 4
Below is an isolated ion of composition C17H30NO and charge +1 at a distorted geometry, with properties calculated with ωB97M-V/def2-TZVPD.

- E_LUMO (eV) = -4.87
- structure (SMILES) = COCCCCCCCCCCCc1ccc[nH+]c1
- calculated total energy (hartree) = -795.27683
- HOMO-LUMO gap (eV) = 7.2

The geometry in ORCA input format:
```
! wB97M-V def2-TZVPD RIJCOSX def2/J DEFGRID3
* xyz 1 1
C -0.3001 2.9805 -0.7248
O -0.4086 3.9193 0.3806
C -1.5060 3.5473 1.2594
C -1.0613 2.3258 2.2072
C -2.2416 1.3085 2.5978
C -2.9256 0.5523 1.3572
C -1.9167 -0.3211 0.4581
C -1.8025 -1.8721 0.9011
C -0.8541 -2.1324 2.1744
C 0.5817 -2.7682 1.8360
C 1.2505 -2.2375 0.4715
C 1.8748 -0.7869 0.7575
C 2.8006 -0.1973 -0.4172
C 2.2489 -0.4363 -1.8957
C 3.3197 -0.6963 -3.0282
C 2.8646 -0.9173 -4.5132
C 1.3158 -0.8846 -4.7827
N 0.3477 -0.6346 -3.7180
C 0.7704 -0.4014 -2.3413
H -1.3267 2.6496 -1.1154
H 0.3511 2.0672 -0.4308
H 0.2754 3.5447 -1.5540
H -1.7093 4.4579 1.9451
H -2.4869 3.3456 0.6898
H -0.6704 2.8054 3.1876
H -0.1577 1.7441 1.7768
H -3.0815 1.9228 3.1074
H -1.8332 0.6138 3.4160
H -3.3988 1.3372 0.6626
H -3.7961 -0.0687 1.7857
H -2.2820 -0.3417 -0.6446
H -0.9153 0.2328 0.4424
H -2.8754 -2.1910 1.2048
H -1.5422 -2.5507 -0.0004
H -1.4076 -2.9087 2.8347
H -0.8044 -1.1753 2.8144
H 1.2916 -2.4480 2.6951
H 0.6038 -3.9211 1.8491
H 0.5404 -2.2939 -0.4206
H 2.1205 -2.9690 0.2368
H 2.5663 -0.9109 1.6798
H 1.1183 0.0199 1.0443
H 2.8583 0.9481 -0.2594
H 3.8711 -0.6032 -0.3777
H 4.4268 -0.6972 -2.7585
H 3.6347 -1.0803 -5.3352
H 0.9662 -1.0554 -5.8675
H -0.6480 -0.6384 -4.0094
H -0.0474 -0.1834 -1.5785
*
```

***

# 5
Below is C28H52GdOP2 as an isolated structure at a distorted geometry, with properties calculated with ωB97M-V/def2-TZVPD.

- ΔE to the lowest compared entry with this formula, charge and spin (eV) = 0.7518
- E_LUMO (alpha / beta) (eV) = -5.70 / -3.59
- calculated total energy (hartree) = -2621.35162
- HOMO-LUMO gap (alpha / beta) (eV) = 4.2 / 6.3

The geometry in ORCA input format:
```
! wB97M-V def2-TZVPD RIJCOSX def2/J DEFGRID3
* xyz 1 8
Gd 1.8212 -1.1622 0.9501
C 3.4896 0.4970 1.7878
C 2.1796 0.8698 2.2493
C 2.7796 -1.1116 3.2793
C 3.8454 -0.7388 2.4205
C 1.7519 -0.1222 3.1855
C 4.4041 1.3581 1.0060
H 4.3475 2.4084 1.3275
H 4.1613 1.3382 -0.0667
H 5.4470 1.0472 1.1591
C 5.1759 -1.3998 2.3445
H 5.9850 -0.6659 2.4834
H 5.3456 -1.9161 1.3876
H 5.2810 -2.1568 3.1337
C 2.7786 -2.3424 4.1212
H 3.7641 -2.5726 4.5589
H 2.4872 -3.2191 3.5178
H 2.0579 -2.2762 4.9483
C 0.5182 -0.0411 4.0058
H 0.7050 0.4899 4.9524
H 0.1164 -1.0325 4.2419
H -0.2575 0.5087 3.4637
C 1.4720 2.1298 1.9289
H 1.4054 2.7868 2.8087
H 0.4480 1.9384 1.5822
H 1.9934 2.6777 1.1420
C 0.1662 2.3749 -2.3695
C 0.7549 3.1487 -1.4296
C 0.1562 4.3011 -0.7013
C -1.3911 4.3014 -0.6183
C -2.0723 3.3549 0.3152
C -2.0437 2.0101 0.2537
C -1.2985 1.1347 -0.7183
C -1.1789 1.7265 -2.1482
H 0.4176 5.2574 -1.1948
H -1.7722 4.1686 -1.6353
H 0.6188 4.3419 0.2944
H -2.0067 2.4096 -2.3498
H 0.6989 1.9430 -3.2288
H 1.7638 2.8624 -1.0808
H -1.3201 0.9280 -2.8878
H -0.2720 0.8633 -0.3874
H -2.7387 1.4597 0.9011
H -1.8261 0.1546 -0.7709
H -1.6965 5.3197 -0.3307
H -2.7439 3.8551 1.0216
P -3.8203 -0.7619 -1.6606
P -4.3005 -2.5101 0.7719
C -5.4454 -1.7124 -1.7456
C -5.4153 -2.8485 -0.7136
H -5.5476 -2.1275 -2.7645
H -6.2862 -1.0130 -1.5684
H -6.4230 -3.0933 -0.3430
H -4.9954 -3.7714 -1.1485
C -5.0607 -3.8895 1.7480
H -4.7248 -3.8245 2.7903
H -4.7104 -4.8420 1.3268
H -6.1599 -3.8453 1.6922
C -5.2843 -1.1163 1.4982
H -6.3562 -1.2465 1.2920
H -4.9349 -0.1540 1.1016
H -5.0985 -1.1288 2.5811
C -3.0578 -1.4182 -3.1954
H -1.9740 -1.2551 -3.1102
H -3.4531 -0.9175 -4.0916
H -3.2613 -2.4962 -3.2431
C -4.3642 0.9152 -2.2383
H -5.4104 0.8710 -2.5826
H -3.7191 1.3204 -3.0374
H -4.3103 1.5796 -1.3589
C 3.5983 0.3069 -2.4944
C 3.9140 -1.0566 -1.8728
C 3.7303 -2.1255 -2.9538
C 5.3473 -1.1227 -1.3419
O 3.0010 -1.2939 -0.7886
H 4.0950 0.3904 -3.4719
H 3.9681 1.1363 -1.8779
H 2.5188 0.4215 -2.6661
H 4.2248 -1.8184 -3.8885
H 4.1911 -3.0757 -2.6531
H 2.6714 -2.2802 -3.1833
H 5.4820 -0.4645 -0.4709
H 5.6062 -2.1578 -1.0694
H 6.0468 -0.7824 -2.1214
*
```

***

# 6
Below is C2H3OTl as an isolated structure at a distorted geometry, with properties calculated with ωB97M-V/def2-TZVPD.

- ΔE to the lowest compared entry with this formula, charge and spin (eV) = 0.0000
- E_LUMO (eV) = -0.30
- calculated total energy (hartree) = -325.64325
- HOMO-LUMO gap (eV) = 7.5

The geometry in ORCA input format:
```
! wB97M-V def2-TZVPD RIJCOSX def2/J DEFGRID3
* xyz 0 1
H -0.4738 -0.1099 -1.4062
O 1.0743 0.7750 -0.2819
C 0.0987 -0.0630 -0.3883
C -1.0184 -0.1553 0.4062
H -1.7351 -0.9584 0.2158
H -1.0089 0.2537 1.4225
Tl 3.0632 0.2580 0.0319
*
```